The following is a quantum chemistry calculation of 5 unconnected molecules or ions with the total composition C22H44BrNO5Si in a non-equilibrium geometry, from the OMol25 dataset.

HOMO-LUMO gap = 9.27 eV
SMILES = C=C[Si@@H](Br)CC(=O)N(C)C.C1CCOC1.C1CCOC1.C1CCOC1.C1CCOC1

Structure (XYZ):
```
74
C22H44BrNO5Si (ωB97M-V/def2-TZVPD)
C -1.561 -1.885 0.196
C -2.499 -2.171 -0.704
Si -2.001 -3.230 -2.150
Br -3.761 -4.316 -2.990
C -1.178 -2.143 -3.454
C -0.078 -2.934 -4.135
O -0.334 -3.964 -4.679
N 1.283 -2.502 -4.023
C 1.829 -3.004 -2.749
C 1.478 -1.053 -4.164
H -0.559 -2.310 0.137
H -1.764 -1.217 1.032
H -3.498 -1.739 -0.614
H -1.024 -4.237 -1.701
H -1.921 -1.816 -4.187
H -0.797 -1.261 -2.928
H 2.907 -2.811 -2.740
H 1.387 -2.498 -1.873
H 1.653 -4.083 -2.690
H 2.111 -0.680 -3.349
H 0.542 -0.487 -4.143
H 1.988 -0.816 -5.108
C 1.510 2.253 -0.215
C 2.987 2.302 0.171
C 3.422 0.869 -0.108
O 2.615 0.410 -1.193
C 1.535 1.324 -1.419
H 1.085 3.229 -0.446
H 0.926 1.806 0.593
H 3.523 2.995 -0.480
H 3.162 2.599 1.204
H 3.247 0.226 0.762
H 4.473 0.789 -0.390
H 1.731 1.877 -2.345
H 0.612 0.760 -1.548
C 3.192 -2.594 2.458
C 2.743 -1.599 3.526
C 1.350 -1.227 3.035
O 0.843 -2.387 2.366
C 1.893 -3.333 2.161
H 3.989 -3.260 2.785
H 3.535 -2.061 1.568
H 2.683 -2.094 4.498
H 3.397 -0.733 3.623
H 1.387 -0.397 2.321
H 0.669 -0.951 3.838
H 1.750 -4.177 2.843
H 1.840 -3.705 1.137
C -3.456 2.658 -1.808
C -3.955 1.789 -2.960
C -2.647 1.267 -3.539
O -1.735 1.169 -2.441
C -2.273 1.844 -1.301
H -4.204 2.836 -1.037
H -3.116 3.625 -2.185
H -4.555 0.962 -2.575
H -4.551 2.331 -3.692
H -2.235 1.960 -4.280
H -2.749 0.286 -4.003
H -2.591 1.096 -0.566
H -1.490 2.458 -0.854
C -1.917 3.195 3.982
C -1.335 3.042 5.385
C -0.604 1.711 5.268
O -0.164 1.614 3.911
C -0.798 2.622 3.123
H -2.165 4.222 3.719
H -2.820 2.588 3.882
H -0.626 3.847 5.589
H -2.086 3.041 6.173
H -1.272 0.871 5.485
H 0.263 1.641 5.926
H -0.060 3.391 2.868
H -1.161 2.168 2.199
```

***

The following is a quantum chemistry calculation of a molecular structure, C22H44CuN3Sb in a non-equilibrium geometry, from the OMol25 dataset.

Charge = -1
HOMO-LUMO gap = 3.89 eV

Structure (XYZ):
```
71
C22H44CuN3Sb (ωB97M-V/def2-TZVPD)
Cu -1.423 -0.520 -0.764
N -0.095 -3.756 -2.494
C 0.741 -2.565 -2.903
C 0.479 -1.964 -4.303
C -0.744 -1.029 -4.304
C -1.995 -1.473 -3.532
N -2.363 -0.495 -2.433
H -0.162 -3.713 -1.487
H 0.444 -4.623 -2.736
H 1.772 -2.903 -2.986
H 0.648 -1.871 -2.045
H 0.377 -2.775 -5.068
H 1.426 -1.462 -4.554
H -1.054 -0.855 -5.340
H -0.421 -0.081 -3.961
H -1.825 -2.436 -3.037
H -2.853 -1.617 -4.197
H -3.332 -0.705 -2.140
H -2.404 0.449 -2.865
C -3.951 -2.784 0.666
C -2.973 -2.392 1.810
C -3.155 -0.927 2.241
C -1.535 -2.779 1.675
C -1.185 -4.119 1.716
C 0.119 -4.560 2.081
C 1.089 -3.611 2.338
C 0.822 -2.228 2.206
C 1.790 -1.169 2.704
C 2.834 -0.802 1.625
C 1.011 0.086 3.130
C -0.421 -1.858 1.532
N -0.389 -0.846 0.680
H -4.927 -2.299 0.802
H -4.191 -3.858 0.769
H -3.562 -2.635 -0.333
H -3.285 -3.031 2.708
H -2.720 -0.196 1.588
H -2.715 -0.723 3.231
H -4.228 -0.759 2.441
H -2.000 -4.847 1.539
H 0.396 -5.643 2.229
H 2.042 -3.901 2.771
H 2.198 -1.774 3.562
H 2.319 -0.550 0.660
H 3.517 -1.664 1.439
H 3.349 0.090 1.985
H 0.450 0.452 2.272
H 1.666 0.884 3.513
H 0.171 -0.106 3.876
C 3.697 2.556 -0.207
C 2.854 3.527 0.641
Sb 0.722 3.396 0.020
C 0.829 4.504 -1.882
C 1.877 5.579 -1.988
C 0.000 4.853 1.441
C -1.034 4.283 2.485
H 4.713 2.486 0.093
H 3.637 2.826 -1.262
H 3.310 1.517 -0.032
H 3.009 4.565 0.480
H 2.753 3.214 1.654
H -0.172 4.935 -2.053
H 0.983 3.632 -2.555
H 1.817 6.335 -1.203
H 1.787 6.105 -2.914
H 2.914 5.227 -1.923
H -0.461 5.645 0.839
H 0.929 5.230 1.834
H -1.948 3.982 1.981
H -1.339 5.076 3.183
H -0.630 3.476 3.061
```

***

The following is a quantum chemistry calculation of a molecular structure, C22H44CuO27S6 in a non-equilibrium geometry, from the OMol25 dataset.

2S+1 = 3
Charge = -1
HOMO-LUMO gap (alpha / beta) = 4.52 / 8.29 eV

Structure (XYZ):
```
100
C22H44CuO27S6 (ωB97M-V/def2-TZVPD)
Cu -1.770 -0.506 -2.097
S -0.631 0.823 -0.012
O 0.789 1.129 0.076
O -1.373 1.350 1.165
O -1.200 1.310 -1.254
O -0.859 -0.573 -0.220
C -0.118 -5.020 -1.462
C -0.939 -4.563 -0.327
C -1.828 -3.530 -0.842
O -1.019 -2.829 -1.788
C -0.348 -3.913 -2.524
H -0.521 -5.952 -1.860
H 0.926 -5.310 -1.341
H -0.232 -4.254 0.444
H -1.523 -5.334 0.175
H -2.172 -2.739 -0.175
H -2.710 -3.877 -1.381
H 0.629 -3.477 -2.732
H -0.881 -4.235 -3.419
C -5.800 0.373 -0.364
C -5.981 -0.884 -1.120
C -4.712 -1.592 -0.950
O -3.787 -0.562 -1.112
C -4.292 0.553 -0.387
H -6.095 0.288 0.682
H -6.386 1.165 -0.831
H -6.154 -0.708 -2.182
H -6.813 -1.433 -0.679
H -4.502 -2.379 -1.674
H -4.540 -2.137 -0.022
H -3.949 1.527 -0.738
H -3.866 0.649 0.612
C 1.845 -1.196 -4.675
C 1.999 0.119 -4.133
C 1.140 0.106 -2.888
O 0.060 -0.691 -3.316
C 0.347 -1.389 -4.542
H 2.313 -1.978 -4.077
H 2.235 -1.314 -5.686
H 1.509 0.770 -4.857
H 3.047 0.408 -4.054
H 0.790 1.113 -2.663
H 1.744 -0.439 -2.162
H -0.087 -0.727 -5.291
H -0.106 -2.374 -4.660
C 2.670 0.801 2.507
C 1.721 1.737 3.246
O 1.965 1.397 4.631
S 3.337 0.541 4.968
O 2.975 -0.818 5.268
O 4.280 1.218 5.831
O 3.827 0.747 3.350
H 2.983 0.994 1.481
H 2.160 -0.161 2.560
H 0.688 1.539 2.962
H 2.029 2.771 3.087
C -2.084 -1.631 2.861
C -0.582 -1.707 2.754
O -0.131 -2.556 3.819
S -1.404 -3.000 4.879
O -1.546 -1.958 5.912
O -1.512 -4.377 5.340
O -2.466 -2.691 3.662
H -2.680 -1.717 1.952
H -2.357 -0.663 3.281
H -0.093 -0.733 2.792
H -0.273 -2.089 1.781
C -1.783 4.211 1.783
C -0.462 4.356 1.067
O 0.238 5.403 1.752
S -0.859 6.512 2.393
O -1.231 7.426 1.304
O -0.348 6.952 3.668
O -1.972 5.297 2.589
H -1.726 3.301 2.381
H -2.653 4.192 1.127
H -0.696 4.674 0.051
H 0.080 3.410 1.044
C 2.504 3.268 -1.720
C 1.385 4.221 -2.281
O 1.706 5.530 -1.803
S 3.308 5.703 -1.495
O 3.456 6.157 -0.128
O 4.056 6.291 -2.627
O 3.635 4.055 -1.402
H 2.852 2.461 -2.365
H 2.215 2.934 -0.723
H 0.396 3.850 -2.015
H 1.396 4.243 -3.371
C 2.252 -2.390 0.167
C 3.364 -1.993 -0.779
O 4.561 -2.462 -0.156
S 4.385 -3.177 1.334
O 5.249 -2.527 2.328
O 4.437 -4.622 1.338
O 2.817 -2.594 1.415
H 1.685 -3.273 -0.128
H 1.540 -1.572 0.271
H 3.422 -0.905 -0.823
H 3.102 -2.342 -1.778
```

***

The following is a quantum chemistry calculation of 8 unconnected molecules or ions with the total composition C22H44FN3O17S4 in a non-equilibrium geometry, from the OMol25 dataset.

HOMO-LUMO gap = 10.03 eV
SMILES = O=C1OC[C@@H](F)O1.C[N+](=O)[O-].C[N+](=O)[O-].C[N+](=O)[O-].O=S1(=O)CCCC1.O=S1(=O)CCCC1.O=S1(=O)CCCC1.O=S1(=O)CCCC1

Structure (XYZ):
```
91
C22H44FN3O17S4 (ωB97M-V/def2-TZVPD)
C 19.278 -6.871 -4.859
N 19.981 -6.268 -6.080
O 19.672 -5.088 -6.262
O 20.978 -6.793 -6.638
H 19.759 -6.808 -3.883
H 18.987 -7.903 -5.057
H 18.303 -6.385 -4.866
C 13.007 -8.653 -9.203
N 13.617 -7.802 -8.183
O 14.037 -8.257 -7.132
O 13.925 -6.678 -8.637
H 12.606 -9.584 -8.804
H 13.767 -8.704 -9.984
H 12.159 -7.991 -9.378
C 9.576 -5.566 3.680
N 10.844 -5.183 4.267
O 11.341 -4.205 3.821
O 11.236 -5.754 5.255
H 9.010 -4.702 3.332
H 9.031 -6.158 4.415
H 9.650 -6.150 2.762
C 4.046 -5.987 -5.633
C 3.187 -6.186 -4.344
C 3.961 -7.009 -3.379
S 5.687 -6.336 -3.465
O 6.714 -7.385 -3.457
O 5.815 -5.277 -2.489
C 5.390 -5.524 -5.074
H 3.526 -5.212 -6.195
H 4.138 -6.830 -6.318
H 2.265 -6.736 -4.534
H 2.805 -5.206 -4.060
H 4.028 -8.071 -3.615
H 3.595 -6.897 -2.358
H 6.219 -5.826 -5.715
H 5.451 -4.445 -4.930
C 18.251 -6.269 7.014
C 18.108 -4.770 7.383
C 17.585 -4.775 8.787
S 18.336 -6.305 9.665
O 17.319 -7.282 10.011
O 19.336 -5.969 10.689
C 19.072 -6.833 8.130
H 18.692 -6.486 6.041
H 17.231 -6.638 6.907
H 17.616 -4.163 6.623
H 19.115 -4.354 7.358
H 16.502 -4.774 8.666
H 17.887 -3.832 9.243
H 19.404 -7.871 8.132
H 20.042 -6.337 8.102
C 12.285 0.621 -4.307
C 13.750 0.201 -4.710
C 13.554 -0.765 -5.937
S 12.070 -1.809 -5.477
O 12.394 -2.871 -4.540
O 11.324 -2.100 -6.669
C 11.262 -0.555 -4.454
H 11.995 1.485 -4.905
H 12.150 0.932 -3.271
H 14.468 -0.258 -4.030
H 14.378 1.020 -5.062
H 14.395 -1.448 -6.058
H 13.215 -0.237 -6.829
H 10.987 -1.093 -3.546
H 10.258 -0.399 -4.850
C 16.387 -16.338 1.409
C 15.866 -17.724 1.391
C 14.359 -17.731 1.656
S 13.744 -16.134 1.090
O 13.019 -15.529 2.207
O 13.085 -16.289 -0.216
C 15.391 -15.383 0.698
H 17.317 -16.356 0.840
H 16.350 -16.112 2.475
H 16.463 -18.406 1.996
H 16.062 -18.185 0.423
H 14.021 -17.784 2.690
H 13.637 -18.444 1.257
H 15.409 -14.330 0.979
H 15.387 -15.543 -0.380
C 13.456 -7.368 -0.636
C 12.331 -8.356 -0.266
O 12.786 -8.974 0.964
C 14.038 -8.540 1.163
O 14.746 -8.948 2.070
O 14.474 -7.671 0.250
F 12.370 -9.299 -1.146
H 13.306 -6.303 -0.456
H 13.869 -7.764 -1.563
H 11.320 -7.949 -0.264
```

***

The following is a quantum chemistry calculation of a molecular structure, C22H44IInO44S11 in a non-equilibrium geometry, from the OMol25 dataset.

Charge = +2
HOMO-LUMO gap = 2.39 eV

Structure (XYZ):
```
123
C22H44IInO44S11 (ωB97M-V/def2-TZVPD)
In -2.926 0.321 -3.067
I -0.269 -0.871 -0.595
C 3.419 3.274 -0.999
C 2.890 2.845 0.340
O 3.909 2.243 1.062
S 5.393 2.484 0.362
O 6.180 1.250 0.510
O 6.043 3.747 0.683
O 4.712 2.630 -1.112
H 3.280 4.354 -1.031
H 2.789 2.850 -1.781
H 2.185 2.021 0.226
H 2.152 3.500 0.803
C -6.134 3.745 0.389
C -4.919 4.602 0.552
O -3.914 3.835 1.130
S -4.065 2.225 0.951
O -3.932 1.527 2.199
O -3.279 1.820 -0.213
O -5.675 2.342 0.482
H -6.576 3.953 -0.586
H -6.855 3.825 1.202
H -5.047 5.474 1.194
H -4.445 4.943 -0.368
C 2.537 -0.030 2.822
C 3.883 -0.625 3.371
O 4.081 -0.237 4.659
S 2.980 0.929 5.056
O 3.640 2.070 5.696
O 1.865 0.266 5.747
O 2.634 1.194 3.452
H 1.645 -0.507 3.228
H 2.546 0.120 1.742
H 4.753 -0.408 2.751
H 3.925 -1.713 3.416
C -1.512 5.952 -0.171
C -0.272 6.249 -1.013
O 0.424 5.034 -1.223
S -0.563 3.702 -1.039
O -0.297 2.944 0.185
O -0.655 2.972 -2.291
O -1.910 4.671 -0.827
H -2.264 6.740 -0.228
H -1.260 5.957 0.889
H 0.425 6.954 -0.559
H -0.481 6.648 -2.006
C 4.643 -0.684 -3.402
C 3.553 -1.709 -3.465
O 3.882 -2.692 -2.514
S 5.069 -2.196 -1.470
O 5.941 -3.285 -1.196
O 4.616 -1.341 -0.368
O 5.657 -1.193 -2.652
H 4.296 0.267 -3.000
H 5.063 -0.478 -4.387
H 3.411 -2.202 -4.426
H 2.593 -1.223 -3.291
C -4.990 -4.782 -1.516
C -3.943 -5.406 -0.522
O -3.294 -4.255 0.034
S -4.268 -2.859 0.018
O -3.723 -1.706 -0.736
O -4.747 -2.411 1.324
O -5.455 -3.569 -0.914
H -5.908 -5.309 -1.774
H -4.555 -4.632 -2.504
H -3.157 -5.915 -1.080
H -4.186 -6.039 0.332
C 1.483 -3.498 2.134
C 0.381 -4.609 1.803
O 0.909 -5.297 0.647
S 2.566 -5.349 0.767
O 3.236 -5.129 -0.544
O 2.940 -6.577 1.430
O 2.651 -4.082 1.728
H 1.615 -3.246 3.187
H 1.328 -2.518 1.682
H -0.620 -4.233 1.591
H 0.135 -5.290 2.618
C 1.929 1.948 -7.109
C 2.982 1.227 -6.279
O 2.334 0.931 -5.044
S 0.782 0.579 -5.316
O -0.176 0.776 -4.297
O 0.599 -0.671 -6.105
O 0.675 1.768 -6.409
H 1.991 1.369 -8.030
H 2.135 3.019 -7.129
H 3.964 1.682 -6.150
H 3.318 0.300 -6.743
C 0.608 -4.234 -2.875
C -0.507 -4.706 -2.058
O -1.653 -4.798 -2.856
S -1.442 -3.799 -4.200
O -1.642 -2.356 -3.833
O -2.213 -4.376 -5.290
O 0.152 -4.136 -4.233
H 1.411 -4.968 -2.936
H 0.938 -3.235 -2.592
H -0.836 -3.940 -1.357
H -0.433 -5.609 -1.451
C -0.878 3.287 3.401
C -0.910 2.645 4.758
O -2.289 2.829 4.970
S -2.673 4.469 4.635
O -2.152 5.357 5.707
O -4.025 4.721 4.136
O -1.582 4.438 3.302
H -1.403 2.686 2.658
H 0.055 3.359 2.842
H -0.333 3.183 5.510
H -0.740 1.575 4.635
C -2.998 -0.894 3.976
C -1.834 -1.041 2.938
O -1.379 -2.349 3.009
S -2.236 -3.371 4.042
O -1.460 -4.260 4.937
O -3.326 -3.904 3.237
O -2.849 -1.981 4.804
H -3.977 -0.708 3.535
H -2.869 0.060 4.488
H -0.997 -0.444 3.299
H -2.223 -0.801 1.948
```

***

no.,E (a.u.)
1,-4159.07570
2,-2909.51949
3,-6925.49629
4,-4000.14725
5,-9041.88774